[1]
17
Properties=species:S:1:pos:R:3 method="wB97M-V/def2-TZVPD" e_homo_ha=-0.3753 smiles="CP(C)(=O)NC(N)=O" orbital_gap_ev=10.85 de_lowest_ev=1.330 e_lumo_ev=0.6
C 1.0926 -0.5383 -1.3964
C -1.6013 -0.3375 1.5623
C -0.0184 2.0156 0.3733
N 1.4129 -1.6087 -2.2228
N -0.0613 -0.6988 -0.6511
O 1.8503 0.3905 -1.2953
O 1.0741 -0.0060 1.9571
P 0.0047 0.2988 0.9982
H -2.5373 -0.4088 0.8403
H -1.4029 -1.2537 2.1432
H -1.9881 0.1354 2.4821
H -0.1331 2.0136 -0.5969
H -0.7462 2.6094 1.0146
H 0.9578 2.3774 0.6261
H 0.5901 -2.0986 -2.3662
H 1.8103 -1.2676 -3.0541
H -0.3041 -1.6226 -0.4147

---

[2]
17
Properties=species:S:1:pos:R:3 method="wB97M-V/def2-TZVPD" e_homo_ha=-0.1067 orbital_gap_ev=6.46 de_lowest_ev=2.011 total_charge=-1 e_lumo_ev=3.6
N 0.5495 1.5871 0.9302
C -0.3343 0.3990 0.8711
C -1.1050 0.2092 -0.4116
S -1.7979 1.7991 -1.0308
C 0.5498 -0.8156 1.0997
N 1.9524 -0.8173 0.8058
O 0.0107 -1.8606 1.3862
H -0.1178 2.3957 1.0242
H 1.0462 1.7423 0.1013
H -1.0096 0.5762 1.7758
H -0.4103 -0.3096 -1.0293
H -1.8112 -0.6296 -0.2688
H 2.3028 0.0640 0.4131
H 2.6781 -1.4762 1.2112
H 0.4677 -2.3464 -1.8317
H 1.5613 -1.3751 -1.4497
O 1.4747 -2.0858 -2.0062

---

[3]
17
Properties=species:S:1:pos:R:3 method="wB97M-V/def2-TZVPD" e_homo_ha=-0.1679 orbital_gap_ev=8.31 de_lowest_ev=0.226 total_charge=-1 e_lumo_ev=3.7
C 0.1202 -0.6073 -0.6684
O -0.8619 0.2824 -1.1344
C 0.6006 -1.4137 -1.8617
N 1.6754 -2.3428 -1.5174
H 0.9595 -0.0875 -0.2077
H -0.2924 -1.2744 0.1072
H -1.0718 0.9352 -0.4104
H -0.2831 -1.8886 -2.2937
H 0.9777 -0.7042 -2.5915
H 2.1218 -2.6783 -2.3566
H 1.3125 -3.1503 -1.0324
N -0.9206 2.6919 2.8601
C -1.0131 1.6401 1.9125
O -1.3325 2.0223 0.7489
O -0.7739 0.4827 2.3058
H -0.3798 2.4883 3.6808
H -0.8386 3.6043 2.4588

---

[4]
18
Properties=species:S:1:pos:R:3 method="wB97M-V/def2-TZVPD" e_homo_ha=-0.4670 orbital_gap_ev=7.73 de_lowest_ev=2.227 total_charge=+1 e_lumo_ev=-5.0
C -1.8751 0.0142 -0.3631
C 1.6494 -1.3373 0.0089
C 1.9085 0.0590 0.0992
N -1.9540 1.0650 0.4061
N 1.1826 -0.4371 -1.0363
O -2.7912 -0.8264 -0.4313
O -4.9718 0.5996 -0.5937
O 3.1910 0.3554 -0.1991
S -4.4708 -0.4587 0.4188
H 2.5073 -1.9904 -0.3292
H 0.7979 -1.9897 0.3283
H 1.3989 0.8155 0.7322
H -1.1665 1.5810 0.6156
H -2.9428 1.1187 0.7624
H -0.9386 -0.1587 -0.8723
H -5.5167 0.2809 -1.3442
H 1.7568 -0.4812 -1.8983
H 3.4725 1.2122 0.0550

---

[5]
16
Properties=species:S:1:pos:R:3 method="wB97M-V/def2-TZVPD" e_homo_ha="-0.3234 / -0.3070" orbital_gap_ev="7.93 / 8.12" de_lowest_ev=5.004 e_lumo_ev="-0.9 / -0.2"
C -0.0615 -2.2405 -1.0837
C 0.7816 2.0322 0.3320
C -0.1821 1.3549 1.3446
N 1.0767 -1.6512 -1.6063
N -0.2596 -1.2005 -0.0617
O -1.4234 0.8583 0.8274
P -1.3692 -0.1364 -0.4579
H -0.9351 -2.2509 -1.7569
H -0.0041 -3.1334 -0.4908
H 1.1999 1.2062 -0.2684
H 0.2782 2.7140 -0.3674
H 1.4457 2.7633 0.9411
H -0.3756 2.0191 2.1777
H 0.3088 0.4958 1.7924
H 1.9758 -1.8718 -1.0569
H -2.4560 -0.9590 -0.2653

---

[6]
16
Properties=species:S:1:pos:R:3 method="wB97M-V/def2-TZVPD" e_homo_ha="-0.5207 / -0.4697" orbital_gap_ev="10.00 / 6.32" de_lowest_ev=5.897 total_charge=+1 e_lumo_ev="-4.2 / -6.5"
C 1.2626 0.8637 -0.0375
C -2.1829 -0.2059 -0.8957
C 1.5316 -1.7711 0.3526
N -1.2466 0.0103 1.1808
N 1.3376 2.1517 -0.1347
O -2.0837 0.5094 0.3156
S 2.4385 -0.2801 -0.1824
H -2.4197 -1.2586 -0.7197
H -1.2252 -0.1497 -1.4285
H -2.9702 0.2719 -1.4740
H 1.7299 -1.9419 1.4060
H 1.9016 -2.6040 -0.2371
H 0.4706 -1.6055 0.1888
H -1.2545 0.6220 2.0053
H 0.5030 2.7211 -0.0808
H 2.2073 2.6668 -0.2587